Computed, not measured: the ion C3H10N2 with charge +1 in a non-equilibrium geometry, with ωB97M-V/def2-TZVPD.

Each line ends with the Mulliken spin population.
Cartesian coordinates (Å):
N  0.02561  1.47352  2.12645  0.747
C  -0.29838  0.44308  1.21533  0.008
C  0.41288  0.26277  -0.14155  0.093
C  -0.36790  -0.79190  -0.95676  0.024
N  0.30910  -0.99820  -2.24119  0.068
H  0.63588  1.28203  2.92545  -0.013
H  0.34807  2.39176  1.78178  -0.015
H  -1.39190  0.44057  1.06018  0.079
H  -0.08921  -0.48817  1.75684  0.002
H  0.48426  1.13459  -0.79055  -0.005
H  1.41809  -0.13546  0.03156  0.004
H  -1.33429  -0.34823  -1.21025  0.003
H  -0.48395  -1.70179  -0.37262  0.002
H  0.71283  -1.93139  -2.20056  -0.001
H  -0.38108  -1.03318  -2.98412  0.004

Forces on atoms 1 to 2 (eV/Å):
N 2.4 1.0 -1.0
C -0.5 -1.6 1.3

- Total energy: -229.46352 a.u.
- Gap between HOMO and LUMO (spin up / spin down): 10.48 / 4.59 eV
- Spin multiplicity: 2
- Total charge: +1
- Energy above the lowest of the compared OMol25 structures with the same formula, charge and spin: 78.08 kJ/mol